Record 1
The ion C3H7N3O with charge +2 at a distorted geometry, computed with ωB97M-V/def2-TZVPD.

Output
Energy above the lowest of the compared OMol25 structures with the same formula, charge and spin = 443.90 kJ/mol
Kohn-Sham gap (alpha / beta) = 0.279 / 0.279 hartree
LUMO energy (alpha / beta) = -11.540 / -11.538 eV

ORCA input file:
```
! wB97M-V def2-TZVPD RIJCOSX def2/J DEFGRID3
* xyz 2 1
C 1.11 0.16 0.01
C -1.72 -0.15 -0.04
C 0.39 -1.18 0.11
N 0.37 1.19 0.08
N 2.41 0.00 -0.16
N -2.76 0.54 0.00
O -0.97 -1.05 -0.19
H 0.88 -1.85 -0.68
H 0.50 -1.68 1.13
H 0.51 2.21 0.32
H 2.66 -0.96 -0.39
H 2.98 0.81 -0.16
H -2.65 1.63 0.23
H -3.71 0.34 -0.26
*
```

Record 2
A structure of composition C26H22N5S5Ti at a distorted geometry, computed with ωB97M-V/def2-TZVPD.

Output
Energy above the lowest of the compared OMol25 structures with the same formula, charge and spin = 0.00 kJ/mol
Kohn-Sham gap = 0.233 hartree
LUMO energy = -4.043 eV

ORCA input file:
```
! wB97M-V def2-TZVPD RIJCOSX def2/J DEFGRID3
* xyz 1 1
Ti -0.25 -0.22 0.98
S 1.37 -1.85 1.47
C 2.78 -0.88 1.06
C 3.87 -0.82 1.91
C 4.91 0.02 1.64
C 4.97 0.76 0.47
C 3.91 0.67 -0.42
C 2.78 -0.10 -0.12
S 1.29 -0.12 -1.09
C 1.49 -1.79 -1.86
C 0.23 -2.13 -2.61
C 0.02 -3.15 -3.53
C -1.23 -3.32 -4.07
C -2.29 -2.52 -3.62
C -2.01 -1.51 -2.68
C -3.07 -0.75 -1.89
S -2.39 0.43 -0.66
C -1.67 1.67 -1.68
C -2.01 1.86 -3.02
C -1.44 2.89 -3.76
C -0.50 3.74 -3.14
C -0.18 3.57 -1.81
C -0.73 2.50 -1.09
S -0.29 2.21 0.58
N -0.78 -1.32 -2.25
H 3.89 -1.43 2.80
H 5.74 0.04 2.32
H 5.82 1.39 0.32
H 3.97 1.20 -1.37
H 1.63 -2.49 -1.03
H 2.43 -1.77 -2.44
H 0.80 -3.80 -3.84
H -1.40 -4.03 -4.85
H -3.31 -2.63 -4.03
H -3.68 -1.42 -1.29
H -3.75 -0.18 -2.50
H -2.74 1.28 -3.54
H -1.69 3.05 -4.80
H 0.03 4.49 -3.70
H 0.55 4.22 -1.39
N -4.03 -2.75 1.03
C -2.97 -1.99 1.39
S -1.43 -2.35 0.58
N -3.10 -1.01 2.27
N -1.90 -0.39 2.48
C -1.70 0.00 3.69
C -0.48 0.75 4.01
C -0.20 1.49 5.11
C 0.99 2.23 5.15
C 1.84 2.17 4.09
C 1.47 1.45 2.95
N 0.36 0.76 2.92
H -3.87 -3.66 0.65
H -4.78 -2.68 1.67
H -2.48 -0.19 4.42
H -0.92 1.48 5.94
H 1.28 2.79 6.04
H 2.80 2.64 4.09
H 2.07 1.51 2.04
*
```

Record 3
A structure of composition C38H46Br2N3Ru, computed with ωB97M-V/def2-TZVPD.

Output
Energy above the lowest of the compared OMol25 structures with the same formula, charge and spin = 0.00 kJ/mol
Kohn-Sham gap (alpha / beta) = 0.216 / 0.226 hartree
LUMO energy (alpha / beta) = -1.682 / -1.522 eV

ORCA input file:
```
! wB97M-V def2-TZVPD RIJCOSX def2/J DEFGRID3
* xyz 0 2
Ru -1.42 -0.55 0.01
C 2.62 2.37 2.80
C 2.13 0.94 2.58
C 3.28 -0.03 2.88
C 0.91 0.60 3.43
C 1.20 0.50 4.79
C 0.27 0.05 5.69
C -0.96 -0.36 5.22
C -1.34 -0.27 3.88
C -2.73 -0.86 3.67
C -2.65 -2.30 3.16
C -3.72 -0.04 2.90
C -0.40 0.30 2.97
N -0.64 0.64 1.56
C -0.23 1.82 1.24
C 0.26 2.24 -0.06
C 0.97 3.45 -0.03
C 1.78 3.86 -1.06
C 1.92 3.01 -2.16
C 1.19 1.85 -2.26
C 0.27 1.46 -1.25
N -0.57 0.40 -1.47
C -0.85 0.00 -2.83
C -0.46 -1.28 -3.24
C -0.89 -1.80 -4.45
C -1.66 -1.05 -5.31
C -1.94 0.26 -4.96
C -1.53 0.84 -3.75
C -1.86 2.35 -3.79
C -1.99 3.22 -2.54
C -0.92 3.06 -4.79
C 0.57 -2.10 -2.48
C 0.22 -3.57 -2.31
C 1.93 -1.95 -3.16
H 3.46 2.59 2.13
H 2.97 2.49 3.82
H 1.85 3.12 2.63
H 1.88 0.81 1.52
H 3.69 0.15 3.87
H 4.08 0.11 2.16
H 2.95 -1.07 2.84
H 2.18 0.78 5.14
H 0.50 -0.02 6.75
H -1.68 -0.76 5.91
H -3.12 -0.94 4.69
H -2.25 -2.36 2.15
H -3.64 -2.75 3.13
H -2.01 -2.91 3.80
H -3.70 1.01 3.19
H -4.73 -0.42 3.08
H -3.55 -0.09 1.83
H -0.07 2.53 2.04
H 0.89 4.06 0.86
H 2.31 4.80 -1.01
H 2.60 3.27 -2.96
H 1.27 1.23 -3.14
H -0.59 -2.80 -4.72
H -2.01 -1.45 -6.25
H -2.49 0.87 -5.65
H -2.85 2.37 -4.25
H -1.07 3.32 -1.97
H -2.77 2.88 -1.87
H -2.27 4.22 -2.86
H 0.05 3.26 -4.34
H -1.36 4.02 -5.07
H -0.77 2.48 -5.70
H 0.65 -1.66 -1.49
H 0.43 -4.14 -3.22
H -0.82 -3.72 -2.04
H 0.84 -4.01 -1.52
H 1.90 -2.35 -4.18
H 2.70 -2.51 -2.61
H 2.25 -0.91 -3.22
Br -2.99 -2.09 -1.10
C -3.06 0.82 -0.22
Br -3.16 2.56 0.72
H -4.01 0.35 0.04
H -3.10 1.07 -1.28
N -0.23 -1.72 0.67
C 0.97 -2.28 0.94
C 1.03 -3.40 1.78
C 2.22 -4.07 1.95
C 3.37 -3.61 1.31
C 3.33 -2.48 0.51
C 2.15 -1.82 0.31
H 0.12 -3.74 2.26
H 2.26 -4.94 2.58
H 4.31 -4.14 1.46
H 4.23 -2.12 0.02
H 2.09 -0.94 -0.32
*
```

Record 4
A structure of composition C37H39AsGe2N2STl, computed with ωB97M-V/def2-TZVPD.

Output
Energy above the lowest of the compared OMol25 structures with the same formula, charge and spin = 0.00 kJ/mol
Kohn-Sham gap (alpha / beta) = 0.258 / 0.205 hartree
LUMO energy (alpha / beta) = -6.179 / -7.701 eV

ORCA input file:
```
! wB97M-V def2-TZVPD RIJCOSX def2/J DEFGRID3
* xyz 2 2
Tl -0.86 0.05 0.09
S -1.65 1.84 -1.98
C -0.37 2.67 -2.73
C -0.72 3.85 -3.45
C 0.25 4.56 -4.12
C 1.56 4.12 -4.12
C 1.92 2.96 -3.42
C 0.98 2.23 -2.72
As 1.49 0.63 -1.74
C 3.41 0.79 -1.70
C 3.95 1.76 -0.85
C 5.33 1.93 -0.79
C 6.16 1.14 -1.57
C 5.62 0.18 -2.41
C 4.24 0.00 -2.48
C 1.20 -0.76 -3.05
C 0.65 -0.52 -4.31
C 0.47 -1.58 -5.20
C 0.84 -2.86 -4.84
C 1.38 -3.11 -3.58
C 1.56 -2.06 -2.69
H -1.75 4.17 -3.45
H -0.02 5.46 -4.66
H 2.32 4.66 -4.67
H 2.96 2.63 -3.43
H 3.31 2.38 -0.25
H 5.75 2.69 -0.14
H 7.23 1.27 -1.53
H 6.26 -0.44 -3.03
H 3.83 -0.74 -3.16
H 0.38 0.48 -4.61
H 0.04 -1.39 -6.17
H 0.70 -3.68 -5.53
H 1.67 -4.11 -3.30
H 1.98 -2.26 -1.71
C -4.58 -4.25 -0.97
N -3.48 -3.33 -1.27
C -2.74 -3.28 -2.42
C -1.85 -2.27 -2.27
N -2.04 -1.70 -1.03
C -3.03 -2.36 -0.46
H -4.62 -4.99 -1.76
H -5.52 -3.72 -0.92
H -4.39 -4.76 -0.02
H -2.92 -3.96 -3.24
H -1.10 -1.92 -2.96
H -3.43 -2.18 0.53
C 1.84 -0.45 5.14
Ge 1.46 -0.27 3.26
C 1.73 -1.88 2.20
C 2.34 1.22 2.38
Ge -0.94 0.27 3.08
C -2.26 -1.11 3.24
C -1.81 -2.36 3.67
C -2.70 -3.41 3.86
C -4.05 -3.22 3.61
C -4.51 -1.98 3.18
C -3.63 -0.93 3.00
C -1.52 2.08 3.15
C -0.68 2.95 3.87
C -1.04 4.27 4.05
C -2.22 4.75 3.50
C -3.05 3.91 2.77
C -2.70 2.58 2.59
H 2.90 -0.68 5.29
H 1.25 -1.25 5.58
H 1.62 0.48 5.66
H 2.77 -2.19 2.33
H 1.58 -1.65 1.14
H 1.08 -2.70 2.49
H 3.42 1.04 2.40
H 2.14 2.18 2.85
H 2.02 1.26 1.34
H -0.75 -2.52 3.87
H -2.34 -4.37 4.21
H -4.75 -4.03 3.77
H -5.57 -1.82 3.01
H -4.01 0.04 2.69
H 0.24 2.58 4.30
H -0.40 4.93 4.62
H -2.50 5.79 3.65
H -3.96 4.29 2.33
H -3.35 1.94 2.01
*
```

Record 5
The ion C9H21NO2P with charge -1 at a distorted geometry, computed with ωB97M-V/def2-TZVPD.

Output
SMILES string = CO[P@]([O-])(=NC(C)(C)C)C(C)(C)C
Energy above the lowest of the compared OMol25 structures with the same formula, charge and spin = 48.48 kJ/mol
Kohn-Sham gap = 0.273 hartree
LUMO energy = 3.503 eV

ORCA input file:
```
! wB97M-V def2-TZVPD RIJCOSX def2/J DEFGRID3
* xyz -1 1
C 0.83 -2.53 -0.89
C 0.57 -2.54 1.59
C -1.41 -3.03 0.13
C 0.18 3.13 -0.12
C -1.98 1.86 0.13
C -0.26 1.83 1.96
C 1.41 1.07 -2.55
C -0.12 -2.19 0.26
C -0.50 1.90 0.46
N -0.51 -0.81 0.28
O 2.37 0.84 0.14
O 0.29 0.55 -1.86
P 0.36 0.39 -0.21
H 1.72 -1.92 -0.78
H 1.11 -3.59 -0.89
H 0.36 -2.28 -1.84
H 0.99 -3.55 1.57
H -0.13 -2.46 2.41
H 1.37 -1.83 1.75
H -1.19 -4.09 0.17
H -2.09 -2.77 0.93
H -1.89 -2.80 -0.82
H -0.11 4.04 0.42
H 1.26 2.98 -0.04
H -0.08 3.26 -1.17
H -2.42 0.96 0.55
H -2.13 1.84 -0.95
H -2.49 2.74 0.53
H -0.75 0.94 2.36
H 0.81 1.73 2.13
H -0.64 2.71 2.48
H 1.21 2.10 -2.88
H 1.62 0.45 -3.42
H 2.25 1.07 -1.84
*
```

Record 6
A structure of composition C23H35BrIN6O2Pt, computed with ωB97M-V/def2-TZVPD.

Output
Energy above the lowest of the compared OMol25 structures with the same formula, charge and spin = 62.18 kJ/mol
Kohn-Sham gap = 0.290 hartree
LUMO energy = -2.264 eV

ORCA input file:
```
! wB97M-V def2-TZVPD RIJCOSX def2/J DEFGRID3
* xyz 1 1
Pt 0.82 -0.77 -0.24
N 0.66 -0.19 1.81
C 0.24 -1.43 2.51
C 0.03 -1.30 4.02
C -0.74 -0.07 4.55
C -2.24 0.00 4.22
N -2.89 -1.30 4.19
C -3.16 -2.04 5.24
N -3.20 -1.54 6.48
N -3.41 -3.34 5.05
C -0.92 -2.02 1.66
O -1.83 -2.67 2.20
O -0.83 -1.83 0.41
H 1.52 0.20 2.18
H -0.07 0.52 1.88
H 1.05 -2.15 2.36
H 1.02 -1.27 4.47
H -0.44 -2.22 4.37
H -0.27 0.84 4.18
H -0.61 -0.06 5.63
H -2.39 0.43 3.23
H -2.75 0.66 4.92
H -2.67 -1.85 3.34
H -3.14 -0.55 6.62
H -3.57 -2.08 7.24
H -3.19 -3.75 4.14
H -3.63 -3.96 5.81
C 4.25 3.05 -2.04
C 3.87 1.69 -1.55
C 4.54 0.49 -1.59
C 3.69 -0.45 -0.98
N 2.58 0.17 -0.55
N 2.70 1.46 -0.94
C 3.93 -1.90 -0.77
H 5.33 3.16 -2.03
H 3.81 3.83 -1.43
H 3.90 3.19 -3.07
H 5.51 0.30 -2.01
H 1.95 2.11 -0.76
H 3.98 -2.41 -1.74
H 3.11 -2.35 -0.21
H 4.87 -2.06 -0.24
C 1.71 -3.27 -4.89
C 0.78 -2.07 -4.68
C 1.24 -0.89 -5.55
C -0.66 -2.45 -5.06
C 0.81 -1.67 -3.26
C 0.83 -1.33 -2.10
H 1.68 -3.59 -5.94
H 1.40 -4.11 -4.27
H 2.74 -3.01 -4.63
H 1.20 -1.16 -6.60
H 2.27 -0.61 -5.30
H 0.60 -0.02 -5.38
H -0.71 -2.74 -6.11
H -1.33 -1.61 -4.90
H -1.01 -3.29 -4.46
Br -2.13 3.18 1.99
C -2.51 4.02 0.33
C -3.34 5.14 0.37
C -3.63 5.82 -0.80
C -3.09 5.39 -2.00
C -2.28 4.28 -2.04
C -1.98 3.58 -0.88
I -0.77 1.88 -1.01
H -3.75 5.46 1.32
H -4.27 6.69 -0.76
H -3.31 5.93 -2.92
H -1.87 3.93 -2.98
*
```

Record 7
A structure of composition C33H23N4O5P2PtSe2, computed with ωB97M-V/def2-TZVPD.

Output
Energy above the lowest of the compared OMol25 structures with the same formula, charge and spin = 8.23 kJ/mol
Kohn-Sham gap = 0.249 hartree
LUMO energy = 2.229 eV

ORCA input file:
```
! wB97M-V def2-TZVPD RIJCOSX def2/J DEFGRID3
* xyz -1 1
Pt 0.18 -0.49 0.09
O 6.06 0.41 -0.08
C 4.71 0.31 -0.09
C 3.98 0.20 -1.27
C 2.61 0.11 -1.18
N 2.03 0.15 0.00
C 2.69 0.20 1.15
C 4.06 0.29 1.15
C 1.79 0.01 2.38
O 2.29 0.20 3.48
O 0.58 -0.36 2.12
C 1.65 -0.18 -2.34
O 2.07 -0.07 -3.48
O 0.46 -0.54 -1.97
H 6.38 0.38 -0.99
H 4.45 0.17 -2.25
H 4.61 0.33 2.08
Se -6.45 -2.09 -1.68
P -5.40 -2.69 0.06
C -6.12 -2.18 1.64
C -5.34 -2.25 2.79
C -5.87 -1.90 4.02
C -7.20 -1.49 4.10
C -7.98 -1.42 2.96
C -7.44 -1.77 1.73
C -5.33 -4.50 0.16
C -5.95 -5.20 1.19
C -5.95 -6.59 1.19
C -5.33 -7.28 0.16
C -4.71 -6.58 -0.87
C -4.72 -5.20 -0.88
C -3.66 -2.21 0.16
C -2.92 -1.04 0.06
N -1.63 -1.45 0.19
N -1.59 -2.76 0.40
N -2.81 -3.23 0.40
P -3.25 0.73 -0.23
Se -1.54 1.91 0.18
C -4.66 1.30 0.77
C -4.38 2.02 1.93
C -5.41 2.54 2.70
C -6.73 2.36 2.30
C -7.01 1.64 1.15
C -5.98 1.10 0.40
C -3.68 0.84 -1.98
C -2.81 0.20 -2.86
C -2.99 0.32 -4.23
C -4.04 1.07 -4.73
C -4.90 1.73 -3.86
C -4.72 1.62 -2.49
H -4.30 -2.57 2.72
H -5.26 -1.94 4.91
H -7.62 -1.20 5.06
H -9.01 -1.09 3.03
H -8.04 -1.71 0.82
H -6.44 -4.67 2.00
H -6.43 -7.13 1.99
H -5.33 -8.36 0.16
H -4.22 -7.12 -1.68
H -4.24 -4.65 -1.68
H -3.35 2.18 2.21
H -5.19 3.09 3.60
H -7.54 2.78 2.89
H -8.04 1.49 0.84
H -6.21 0.51 -0.48
H -1.97 -0.37 -2.49
H -2.30 -0.18 -4.90
H -4.19 1.16 -5.80
H -5.72 2.33 -4.25
H -5.39 2.15 -1.82
*
```

Record 8
A cluster of 5 separate species, CH14N2O4 in total at a distorted geometry, computed with ωB97M-V/def2-TZVPD.

Output
SMILES string = NCN.O.O.O.O
Energy above the lowest of the compared OMol25 structures with the same formula, charge and spin = 87.30 kJ/mol
Kohn-Sham gap = 0.384 hartree
LUMO energy = 0.417 eV

ORCA input file:
```
! wB97M-V def2-TZVPD RIJCOSX def2/J DEFGRID3
* xyz 0 1
N 2.06 -1.84 -0.60
C 1.12 -0.86 -0.09
N -0.32 -1.18 -0.21
H 2.97 -1.82 -0.16
H 2.27 -1.58 -1.56
H 1.16 0.16 -0.47
H 1.34 -0.82 0.98
H -0.51 -2.18 -0.13
H -0.63 -1.08 -1.18
H -1.57 -0.04 2.71
H -0.93 -0.59 1.43
O -0.79 0.09 2.14
H -4.49 -0.96 -0.50
H -2.96 -1.04 -0.83
O -3.85 -1.10 -1.20
H 0.87 1.42 2.09
H 1.42 2.25 0.94
O 1.45 2.16 1.89
H -0.01 2.67 -2.30
H 0.99 3.56 -1.49
O 0.40 2.80 -1.44
*
```